(1)
{
  "formula": "C15H20BF4MnN7PS2",
  "method": "wB97M-V/def2-TZVPD",
  "relative_energy_ev": 0.151,
  "fmax_ev_per_a": 1.0,
  "total_energy_ha": -3679.74691,
  "multiplicity": 5,
  "homo_lumo_gap_ev": [7.2, 8.4],
  "total_charge": 2,
  "symbols": ["Mn", "C", "N", "C", "C", "N", "C", "P", "C", "N", "C", "C", "N", "C", "C", "N", "C", "C", "N", "C", "H", "H", "H", "H", "H", "H", "H", "H", "H", "H", "H", "H", "H", "H", "H", "S", "C", "N", "C", "C", "S", "H", "H", "H", "H", "H", "F", "B", "F", "F", "F"],
  "coordinates": [[0.670, -0.002, -0.305], [-1.765, -0.343, 4.618], [-0.690, -0.169, 3.649], [0.640, -0.068, 3.941], [1.293, 0.092, 2.754], [0.365, 0.100, 1.751], [-0.832, -0.067, 2.311], [-2.439, -0.156, 1.441], [-2.012, -1.539, 0.320], [-0.851, -1.679, -0.311], [-0.935, -2.828, -1.040], [-2.163, -3.392, -0.840], [-2.832, -2.573, 0.020], [-4.192, -2.764, 0.509], [-2.022, 1.163, 0.234], [-0.877, 1.258, -0.448], [-0.968, 2.384, -1.229], [-2.177, 2.968, -1.009], [-2.827, 2.189, -0.092], [-4.164, 2.431, 0.441], [-1.341, -0.403, 5.615], [-2.317, -1.260, 4.420], [-2.451, 0.502, 4.581], [1.018, -0.114, 4.948], [2.348, 0.184, 2.560], [-0.110, -3.178, -1.638], [-2.595, -4.296, -1.235], [-4.587, -3.695, 0.115], [-4.834, -1.949, 0.182], [-4.203, -2.812, 1.596], [-0.175, 2.691, -1.886], [-2.612, 3.858, -1.428], [-4.538, 3.369, 0.044], [-4.132, 2.493, 1.527], [-4.843, 1.632, 0.150], [1.003, 0.092, -2.649], [2.611, 0.599, -2.984], [3.594, -0.221, -3.222], [4.913, 0.338, -3.510], [4.752, 1.863, -3.621], [3.024, 2.251, -3.165], [3.492, -1.220, -3.096], [5.295, -0.087, -4.436], [5.591, 0.061, -2.704], [4.914, 2.226, -4.632], [5.403, 2.400, -2.938], [4.705, -1.240, -0.747], [4.264, -0.404, 0.183], [2.182, -0.856, -0.027], [4.345, -0.700, 1.464], [4.061, 0.873, -0.181]]
}

***

(2)
{
  "formula": "C5H14NO2P",
  "method": "wB97M-V/def2-TZVPD",
  "relative_energy_ev": 2.986,
  "fmax_ev_per_a": 5.0,
  "total_energy_ha": -745.38830,
  "multiplicity": 1,
  "homo_lumo_gap_ev": 8.0,
  "total_charge": 0,
  "symbols": ["C", "C", "C", "C", "C", "N", "O", "O", "P", "H", "H", "H", "H", "H", "H", "H", "H", "H", "H", "H", "H", "H", "H"],
  "coordinates": [[-0.807, -1.536, 1.796], [1.047, 2.148, 0.184], [-1.730, 0.269, -3.137], [0.590, -0.975, 2.115], [0.718, 1.239, 1.183], [0.942, -0.024, 1.097], [0.882, -2.077, -0.661], [-1.929, 0.041, -1.741], [1.332, -0.672, -0.630], [-1.018, -1.401, 0.717], [-0.615, -2.573, 2.067], [-1.555, -1.121, 2.355], [0.410, 2.132, -0.755], [0.740, 3.099, 0.455], [1.996, 1.935, -0.228], [-2.761, 0.609, -3.530], [-1.350, -0.557, -3.670], [-1.053, 1.012, -3.415], [0.513, -0.386, 3.016], [1.456, -1.622, 2.237], [0.699, 1.739, 2.146], [-1.148, -0.507, -1.627], [2.638, -0.773, 0.026]]
}